{
  "formula": "C4H9N5P2",
  "method": "ωB97M-V with the def2-TZVPD basis set",
  "e_lumo_ev": [0.65, -2.08],
  "multiplicity": 3,
  "gap_ev": [6.811, 7.164],
  "elements": ["C", "C", "C", "C", "N", "N", "N", "N", "N", "P", "P", "H", "H", "H", "H", "H", "H", "H", "H", "H"],
  "positions_angstrom": [[0.0260, 2.0419, 1.4155], [0.1454, -1.0561, -1.8922], [-0.6668, 1.1887, 2.4339], [0.6867, -2.4214, -1.4560], [-2.1692, -1.1302, 0.8510], [1.2841, -0.5882, 0.1483], [-0.4450, 1.3868, 0.1478], [0.9275, -0.0775, -1.0494], [0.3836, 1.2986, -0.9587], [-1.2202, 0.0325, 1.0230], [1.2205, -2.1302, 0.3355], [-0.1914, 3.1176, 1.3357], [1.1189, 2.1228, 1.4933], [0.0928, -0.6928, -2.9778], [-0.8705, -1.2036, -1.5812], [-0.1049, 0.7913, 3.3308], [-1.4508, 1.6771, 2.8579], [-0.1935, -3.0068, -1.4203], [1.4618, -2.7901, -2.1853], [-0.0352, 1.4395, -1.8518]],
  "atomic_forces_ev_per_a": [[1.69, 1.32, -1.27], [0.74, 0.04, -0.89], [1.78, -1.82, -0.25], [1.31, 0.67, -1.44], [1.14, 1.07, -0.29], [-0.21, 7.73, -1.45], [-0.89, -0.45, 0.29], [-0.92, -0.03, 1.31], [1.23, -1.94, 1.32], [0.31, 0.69, 0.69], [-0.07, -6.49, -0.22], [-0.89, -0.36, 0.45], [-0.10, -1.04, -0.11], [0.69, -0.82, 1.43], [-0.90, 1.25, 0.56], [-0.18, 0.06, -1.52], [-2.69, 1.24, 0.99], [-0.49, -1.41, -0.19], [-0.69, -0.03, 0.99], [-0.88, 0.31, -0.39]]
}